1.
99
Properties=species:S:1:pos:R:3:forces:R:3 method="wB97M-V/def2-TZVPD" charge=+1
C 2.0429 1.0499 2.7073 -0.5 0.4 -0.6
C 2.3919 2.1842 1.7089 -0.1 -0.5 0.1
C 1.3112 2.2454 0.6730 -0.1 0.3 0.1
C 0.0349 2.6705 1.0999 0.4 -0.1 -0.1
C -1.0071 2.7589 0.2229 0.1 0.0 0.1
N -0.8044 2.4375 -1.0692 0.0 0.0 0.0
C 0.3955 2.0255 -1.5234 0.0 0.1 -0.1
C 1.4906 1.9177 -0.6921 -0.1 -0.1 0.2
C 2.8062 1.5166 -1.3024 -0.1 0.2 0.1
C 3.1133 0.0053 -1.3142 0.2 -0.4 -0.4
N 2.9833 -0.5534 0.0303 -0.1 0.1 0.1
N 4.4891 -0.2039 -1.7622 -0.2 0.2 0.4
N 2.2579 -0.6277 -2.3186 0.1 0.4 0.3
H 2.9083 0.7973 3.3103 0.0 -0.1 0.1
H 1.2074 1.3524 3.3394 0.2 0.1 0.2
H 1.6988 0.1967 2.1302 0.3 -0.2 0.3
H 3.3548 1.9515 1.2635 0.0 0.1 -0.1
H 2.4240 3.1279 2.2522 0.1 0.1 -0.1
H -0.1140 2.9531 2.1328 0.0 0.0 0.0
H -1.9869 3.0998 0.5232 -0.1 -0.1 -0.2
H -1.5823 2.5246 -1.7200 -0.2 -0.4 0.0
H 0.4710 1.8013 -2.5792 -0.1 0.0 0.0
H 2.8109 1.8252 -2.3481 0.1 0.1 0.0
H 3.5988 2.0472 -0.7766 0.1 -0.1 0.0
H 2.0466 -0.9168 0.1692 -0.1 0.1 0.1
H 3.5886 -1.3639 0.1093 0.1 0.0 0.0
H 4.9952 -0.6579 -1.0102 0.3 -0.1 -0.1
H 4.9529 0.6828 -1.9073 0.1 0.0 -0.2
H 1.3177 -0.7740 -1.9689 0.0 -0.2 0.0
H 2.6904 -1.5219 -2.5329 -0.2 0.0 -0.4
O 3.1758 -3.0577 -3.9308 -0.3 -0.2 0.0
H 2.5446 -3.5213 -4.4940 0.0 0.3 -0.2
H 3.9953 -3.0801 -4.4398 0.1 -0.2 0.1
O 1.5793 4.2347 4.2594 -0.3 0.1 0.0
H 2.3015 4.6869 4.7092 0.0 -0.1 0.0
H 0.8454 4.8589 4.3126 0.1 0.2 -0.1
O 2.1925 -3.9039 0.1438 -0.1 0.5 0.3
H 2.3905 -3.7986 -0.7938 0.1 0.0 0.0
H 1.2512 -4.1109 0.1382 0.1 -0.5 -0.2
O -1.1536 3.6056 5.8943 -0.1 -0.1 -0.2
H -1.7015 3.0314 5.3472 -0.1 0.1 0.0
H -0.2892 3.5911 5.4727 0.2 -0.2 0.2
O -0.7380 -1.0582 -1.0737 0.0 0.0 0.0
H -1.6477 -1.3287 -1.2423 0.0 0.0 0.0
H -0.8027 -0.1311 -0.8271 -0.1 0.0 0.1
O -3.6529 2.2813 -1.6860 0.3 0.5 0.3
H -4.5651 2.0085 -1.8610 0.0 -0.4 -0.2
H -3.7451 3.2096 -1.4394 -0.2 0.0 0.0
O -6.0155 0.6773 -2.5823 -0.1 -0.1 -0.2
H -6.1262 -0.2706 -2.7220 0.1 0.0 -0.1
H -5.9517 1.0389 -3.4784 0.1 0.2 0.0
O 6.3415 -1.6067 0.7305 0.0 0.3 -0.1
H 6.6837 -2.4815 0.9432 -0.2 -0.1 0.0
H 6.0439 -1.2643 1.5783 0.0 0.0 0.0
O -5.6623 -1.4000 -0.1119 0.0 0.0 -0.2
H -5.9320 -0.7287 -0.7476 0.1 0.2 0.2
H -5.5744 -0.9194 0.7182 -0.1 0.0 0.1
O -3.3221 2.0100 7.0675 0.2 0.1 -0.1
H -2.4439 2.3815 7.2197 0.0 0.1 0.1
H -3.2898 1.1289 7.4507 -0.1 0.0 0.0
O -8.6100 -1.9897 0.5712 0.0 0.1 -0.1
H -9.1740 -2.5384 0.0193 -0.1 0.0 0.0
H -7.7665 -1.9439 0.1062 0.1 -0.1 0.1
O -1.3724 5.5670 -1.8170 -0.1 0.0 0.0
H -0.4916 5.9451 -1.6824 0.0 0.0 -0.2
H -1.2961 4.6608 -1.5192 0.2 0.1 0.1
O 0.6640 -1.7226 1.9388 -0.2 -0.4 0.2
H 1.0021 -2.5548 1.5825 0.2 0.1 -0.1
H -0.2864 -1.8640 2.0161 0.0 0.1 -0.1
O 1.7810 5.7057 -2.1073 -0.1 -0.2 0.2
H 2.6306 6.1273 -1.9410 0.0 0.1 0.0
H 1.9046 4.7992 -1.8089 0.1 0.0 0.0
O 0.6435 -2.9352 5.0016 -0.1 0.0 0.0
H 0.6505 -3.8899 4.8908 0.0 0.0 0.0
H 0.6123 -2.5717 4.1108 0.1 0.1 -0.1
O -4.9923 3.4833 -4.2284 -0.2 -0.1 0.2
H -4.2637 3.9716 -3.8344 0.1 0.0 -0.1
H -5.7304 4.1021 -4.2238 0.0 0.0 -0.1
O 2.6484 -5.7368 -2.8281 0.2 0.4 -0.4
H 3.0689 -5.7988 -1.9634 -0.2 -0.1 0.0
H 2.9218 -4.8765 -3.1872 0.4 -0.1 0.1
O -4.8834 4.3744 5.9904 0.1 0.0 -0.1
H -4.4047 3.6029 6.3174 -0.1 -0.1 0.1
H -5.2680 4.7722 6.7756 0.0 0.0 0.0
O -0.1180 -6.1509 -3.6982 0.0 0.0 0.0
H 0.6718 -5.7200 -3.3481 0.2 0.0 -0.1
H -0.8470 -5.5572 -3.4999 0.0 0.0 0.0
O -8.8349 1.9369 -2.5980 0.0 0.0 -0.1
H -8.1613 1.2496 -2.6253 0.0 0.1 0.1
H -8.4400 2.6385 -2.0736 0.0 0.0 0.1
O 1.0506 -6.3731 -0.9173 -0.2 -0.3 0.4
H 0.9266 -6.7705 -1.7902 -0.1 0.1 0.1
H 0.6683 -7.0101 -0.3053 0.0 0.0 0.0
O 4.9406 -3.9603 1.7337 0.0 -0.1 0.0
H 4.1292 -3.4425 1.7419 0.0 -0.1 -0.1
H 4.6559 -4.8283 1.4314 0.0 0.0 0.0
O 5.2730 -4.9001 -4.6557 0.2 0.1 0.0
H 6.1906 -4.6144 -4.5987 0.0 0.0 -0.1
H 5.2871 -5.8218 -4.3790 -0.1 0.0 0.0

2.
98
Properties=species:S:1:pos:R:3:forces:R:3 method="wB97M-V/def2-TZVPD" relative_energy_kcal_mol=64.2 charge=-1
C 12.9429 13.4939 1.7223 0.8 -0.7 0.4
C 13.6275 14.4222 0.7324 1.3 1.5 -0.4
C 13.9728 13.7653 -0.5948 -0.8 -1.0 -0.7
C 14.3896 14.6622 -1.7646 -0.6 -0.9 1.1
C 13.3002 15.6907 -1.9500 1.1 1.1 0.2
C 12.9911 16.5634 -0.6728 1.4 -2.7 -0.6
N 12.7842 15.5928 0.4315 -2.5 0.1 0.0
O 12.1914 16.2228 1.5746 1.3 0.2 -0.2
C 11.7165 17.2727 -1.0721 -0.9 0.0 1.3
C 14.1897 17.4694 -0.4859 0.1 2.1 0.1
C 14.9921 14.8051 1.3589 0.0 0.6 0.7
H 12.8756 13.9580 2.7007 -0.4 0.3 -0.1
H 13.6353 12.6661 1.9182 0.1 -0.1 -0.2
H 12.0051 13.0180 1.4463 -0.1 0.4 -0.2
H 13.0391 13.2912 -0.9302 -0.1 0.1 -0.1
H 14.6276 12.8894 -0.5472 0.3 0.2 0.7
H 14.4671 13.9461 -2.5847 0.0 0.5 -0.5
H 15.3516 15.1683 -1.6654 0.1 -0.2 0.3
H 12.3684 15.2528 -2.3056 0.2 0.0 -0.3
H 13.7953 16.4130 -2.6090 -1.0 0.0 -0.7
H 11.3438 17.9697 -0.3182 0.3 0.3 -0.1
H 10.9058 16.5439 -1.1432 0.2 -0.2 0.0
H 11.7976 17.7417 -2.0478 0.2 -0.1 0.0
H 14.1710 18.3095 -1.1929 -0.1 -0.4 -0.5
H 15.1753 17.0240 -0.5973 -0.2 -0.3 0.0
H 14.1917 18.0754 0.4242 -0.2 -0.6 0.3
H 14.8609 15.2948 2.3290 -0.2 -0.2 0.1
H 15.5434 15.5422 0.7743 0.0 -0.3 -0.3
H 15.6026 13.9092 1.5047 0.1 0.0 0.0
O 17.4652 15.8412 3.2489 0.0 0.1 0.6
H 17.9025 16.2705 3.9933 0.0 0.0 0.0
H 17.4968 14.9011 3.4562 -0.3 0.0 -0.1
O 9.2181 13.0695 2.2147 0.0 -0.6 -0.4
H 9.8101 13.2179 1.4499 -0.4 0.3 0.2
H 8.9659 12.1431 2.1388 0.0 0.0 0.0
O 8.8003 16.9721 -2.6871 -0.1 -0.2 -0.1
H 7.9039 17.1784 -2.9732 0.0 0.0 0.0
H 8.6923 16.2784 -2.0206 0.2 0.0 0.0
O 17.2997 13.2741 -2.7498 0.2 0.0 0.2
H 17.6520 14.0322 -2.2718 0.0 0.0 0.0
H 16.5543 12.9745 -2.2143 -0.1 -0.1 -0.2
O 12.5376 20.0484 -2.8737 0.0 0.1 -0.2
H 12.6232 20.5741 -2.0691 0.0 -0.2 0.1
H 12.0917 19.2457 -2.5807 0.1 0.3 0.0
O 10.5429 14.3235 4.3710 0.2 0.0 0.5
H 10.8223 13.7044 5.0523 0.1 0.0 -0.1
H 11.3509 14.7828 4.1103 -0.1 0.1 -0.2
O 14.9196 10.4382 0.5532 0.4 0.2 -0.7
H 15.5973 10.9330 1.0444 -0.3 -0.3 0.1
H 14.0918 10.7095 0.9661 0.1 -0.1 0.2
O 11.0119 11.8619 -1.9669 -0.2 -0.7 -0.1
H 10.0766 11.6328 -2.0243 0.0 0.1 0.0
H 11.4766 11.0484 -2.1969 0.1 0.1 0.1
O 16.7840 18.4513 2.0783 0.2 -0.1 0.5
H 16.9493 17.5230 2.3012 -0.1 0.0 -0.2
H 17.2344 18.9561 2.7642 -0.1 0.0 0.0
O 10.8224 15.5281 -4.7135 -0.2 0.1 -0.2
H 9.9810 15.6161 -5.1718 0.0 0.1 0.1
H 10.7800 16.1807 -4.0028 0.0 -0.1 0.0
O 14.1006 15.9850 5.0300 0.3 0.1 -0.3
H 13.9691 16.5927 5.7612 -0.1 -0.1 0.0
H 14.1663 16.5656 4.2436 -0.3 0.2 -0.1
O 10.3668 13.9364 -0.2706 0.3 0.3 -0.3
H 11.1769 14.4744 -0.0644 -0.2 0.2 0.1
H 10.6647 13.3697 -0.9963 0.1 0.2 0.4
O 12.2816 13.2437 -4.0729 -0.2 -0.3 -0.1
H 11.9618 12.8579 -3.2441 0.0 0.2 -0.3
H 11.5065 13.6988 -4.4391 0.4 0.2 0.2
O 13.9616 17.9917 2.8643 0.3 -0.1 -0.1
H 14.7770 18.2381 2.4008 -0.2 -0.1 0.2
H 13.4574 17.4074 2.2292 -0.7 -0.3 0.3
O 15.6516 10.6455 -2.2351 0.0 0.2 0.1
H 16.6061 10.5387 -2.1791 0.0 0.0 -0.1
H 15.3571 10.7213 -1.3091 -0.1 -0.3 0.0
O 12.9414 10.0600 2.4470 -0.3 -0.2 0.1
H 12.2017 9.6354 2.0000 0.0 0.1 0.0
H 13.0436 9.5660 3.2655 0.1 0.1 0.0
O 8.9428 19.3553 -1.1628 0.1 0.0 0.0
H 9.1995 18.5730 -1.6774 -0.1 0.1 0.1
H 8.1870 19.7182 -1.6320 0.0 0.0 0.0
O 18.7397 15.4526 0.8780 -0.2 0.0 0.1
H 19.2037 14.6485 1.1279 0.0 0.0 -0.1
H 18.0659 15.5793 1.5749 0.6 0.0 -0.5
O 15.0950 13.4250 4.6422 0.2 -0.1 -0.1
H 14.7767 14.3540 4.6913 -0.1 -0.2 0.1
H 16.0503 13.4978 4.7101 0.0 0.1 0.2
O 12.9398 20.5726 0.1064 0.1 0.1 0.1
H 12.5305 19.9524 0.7250 0.0 -0.1 -0.1
H 13.2927 21.2740 0.6625 0.0 0.0 0.0
O 16.3176 11.2334 2.7611 0.4 0.3 0.4
H 15.7854 11.8629 3.2687 -0.3 0.2 0.0
H 16.4029 10.4658 3.3348 -0.1 0.0 -0.1
O 9.5087 16.3039 2.3404 -0.1 0.2 -0.2
H 10.4132 16.2232 1.9594 0.3 0.0 0.0
H 9.0151 16.7980 1.6798 0.1 0.0 0.0
O 16.5062 19.8452 -0.2527 0.2 0.3 0.2
H 16.7857 19.4632 0.6000 -0.3 0.0 -0.6
H 15.5492 19.9314 -0.1824 0.0 -0.1 -0.1

Calculated total energy: -63404.049 -61002.792 (eV)